1.
Density functional theory data (the ωB97M-V functional and the def2-TZVPD basis) for a 11-piece molecular cluster, C31H68N6O17S2 overall.

Values from the calculation:
SMILES = O=S1(=O)OCCO1.O=S1(=O)OCCO1.C1CCOC1.C1CCOC1.C1CCOC1.C1CCOC1.C1CCOC1.C1CCOC1.NC(N)=O.NC(N)=O.NC(N)=O
multiplicity = 1
gap between HOMO and LUMO = 8.9 eV
HOMO energy = -9.03 eV

CARTESIAN COORDINATES (ANGSTROEM)
O  0.215  -7.566  -0.330
S  -1.243  -7.655  -0.368
O  -1.767  -8.812  -1.152
O  -1.671  -7.765  1.177
C  -1.875  -6.461  1.694
C  -2.078  -5.441  0.591
O  -1.917  -6.165  -0.620
H  -2.768  -6.456  2.320
H  -1.001  -6.085  2.225
H  -1.320  -4.658  0.621
H  -3.105  -5.082  0.664
O  8.369  0.030  -3.887
S  7.422  -0.522  -2.948
O  7.588  -1.947  -2.632
O  7.131  0.241  -1.568
C  5.935  1.005  -1.552
C  4.995  0.045  -2.263
O  5.849  -0.262  -3.410
H  5.750  1.349  -0.534
H  6.011  1.932  -2.120
H  4.110  0.636  -2.500
H  4.716  -0.802  -1.636
C  2.083  -6.088  -5.089
C  1.731  -5.355  -6.409
C  3.072  -4.921  -6.904
O  3.681  -4.563  -5.656
C  3.058  -5.057  -4.466
H  2.660  -6.990  -5.290
H  1.238  -6.180  -4.406
H  1.063  -4.507  -6.254
H  1.177  -5.912  -7.165
H  3.028  -4.085  -7.604
H  3.797  -5.644  -7.277
H  2.590  -4.150  -4.082
H  3.671  -5.400  -3.632
C  1.858  7.398  2.376
C  0.638  7.377  3.263
C  0.266  5.932  3.346
O  1.452  5.201  3.270
C  2.534  5.995  2.653
H  2.585  8.131  2.727
H  1.609  7.517  1.321
H  -0.026  8.001  2.664
H  0.798  7.809  4.251
H  -0.368  5.618  2.516
H  -0.300  5.694  4.247
H  2.953  5.329  1.899
H  3.286  5.983  3.442
C  -4.457  -0.474  4.424
C  -3.125  -0.544  5.275
C  -2.634  -1.987  5.122
O  -3.729  -2.669  4.458
C  -4.931  -1.867  4.416
H  -4.346  -0.136  3.394
H  -5.097  0.159  5.039
H  -3.328  -0.431  6.340
H  -2.389  0.131  4.840
H  -2.461  -2.427  6.104
H  -1.822  -2.079  4.401
H  -5.481  -2.095  5.330
H  -5.580  -2.215  3.612
C  -1.290  2.409  -5.227
C  -0.808  2.304  -6.657
C  -2.102  2.214  -7.435
O  -2.711  3.333  -6.887
C  -2.328  3.498  -5.460
H  -0.541  2.597  -4.457
H  -1.820  1.483  -5.003
H  -0.165  1.429  -6.757
H  -0.227  3.201  -6.872
H  -2.571  1.307  -7.053
H  -2.131  2.285  -8.523
H  -3.211  3.236  -4.877
H  -1.825  4.440  -5.242
C  7.251  -1.780  2.619
C  6.935  -3.049  1.907
C  5.810  -3.701  2.559
O  5.283  -2.588  3.236
C  5.930  -1.329  2.918
H  7.867  -1.123  2.005
H  7.734  -1.904  3.588
H  7.783  -3.714  1.742
H  6.541  -2.721  0.945
H  6.208  -4.454  3.239
H  5.089  -4.266  1.968
H  5.786  -0.688  3.788
H  5.417  -0.903  2.056
C  -5.446  6.047  -0.186
C  -6.604  5.650  0.693
C  -5.799  4.852  1.695
O  -4.856  4.151  0.893
C  -4.638  4.788  -0.330
H  -4.809  6.784  0.302
H  -5.803  6.498  -1.113
H  -7.287  5.030  0.113
H  -7.176  6.423  1.206
H  -6.372  4.041  2.142
H  -5.247  5.469  2.405
H  -5.040  4.130  -1.101
H  -3.614  4.948  -0.669
N  -6.785  -1.219  -1.879
C  -5.982  -0.448  -1.231
N  -6.744  0.487  -0.742
O  -4.799  -0.617  -1.162
H  -6.497  -2.045  -2.385
H  -7.705  -0.867  -2.102
H  -6.348  1.318  -0.326
H  -7.745  0.402  -0.851
N  2.178  0.664  4.721
C  1.887  0.156  5.915
N  2.015  -1.117  5.765
O  1.375  0.810  6.779
H  2.348  0.094  3.904
H  1.910  1.636  4.669
H  2.101  -1.567  6.665
H  2.305  -1.505  4.878
N  -0.693  1.140  0.835
C  0.205  0.424  0.261
N  -0.343  -0.244  -0.715
O  1.319  0.234  0.658
H  -1.515  1.226  0.255
H  -0.597  1.681  1.683
H  -1.335  -0.067  -0.778
H  0.124  -0.961  -1.252

***

2.
Density functional theory data (the ωB97M-V functional and the def2-TZVPD basis) for C17H28ClNO3 as an isolated structure.

Values from the calculation:
multiplicity = 1
gap between HOMO and LUMO = 8.6 eV
energy above the lowest of the compared OMol25 structures with the same formula, charge and spin = 356.8 kcal per mole
HOMO energy = -7.96 eV

CARTESIAN COORDINATES (ANGSTROEM)
C  -4.683  -0.680  2.364
C  -3.518  -0.155  1.668
C  -2.219  0.034  2.634
C  -1.578  -1.225  2.932
H  -0.762  -1.093  3.465
H  -2.318  -1.750  3.364
O  -1.207  -1.817  1.762
C  -0.168  -1.465  0.888
C  1.071  -0.846  1.173
C  1.692  -0.227  0.227
C  1.430  -0.041  -0.943
C  0.286  -0.768  -1.406
C  -0.716  -1.552  -0.593
O  -1.800  -1.944  -0.802
C  -2.201  -3.311  -0.430
C  -1.299  -4.194  -0.565
H  -0.521  -4.140  -0.002
H  -1.736  -5.202  -0.276
H  -0.869  -4.488  -1.450
H  -3.190  -3.319  -0.921
H  -2.486  -3.168  0.620
H  -0.226  -0.583  -2.357
C  2.135  0.670  -2.017
N  2.406  2.156  -1.750
H  3.138  1.870  -0.829
C  1.399  2.963  -1.833
C  0.006  2.668  -1.282
H  0.429  2.477  0.038
H  -0.591  3.698  -1.233
H  -0.477  1.881  -1.567
C  2.143  4.272  -1.247
H  3.032  4.463  -1.953
H  2.304  4.163  -0.221
H  1.305  5.100  -1.524
C  1.106  3.250  -3.463
O  2.391  3.426  -3.941
H  3.047  2.632  -3.767
H  0.390  2.599  -3.694
H  0.574  4.183  -3.506
H  1.640  0.753  -3.006
H  2.861  0.121  -2.229
H  2.652  0.531  0.574
Cl  1.632  -0.804  2.738
H  -2.567  0.716  3.252
H  -1.332  0.762  1.910
H  -3.276  -0.768  0.751
H  -3.882  0.889  1.204
H  -5.655  -0.829  1.630
H  -4.261  -1.806  2.661
H  -4.791  -0.014  3.197

***

3.
Density functional theory data (the ωB97M-V functional and the def2-TZVPD basis) for C21H55O12S7Tl as an isolated structure.

Values from the calculation:
multiplicity = 1
gap between HOMO and LUMO = 8.0 eV
HOMO energy = -8.15 eV

CARTESIAN COORDINATES (ANGSTROEM)
Tl  -1.527  -0.172  -0.744
C  0.400  2.074  2.379
C  -0.276  1.589  1.144
O  -0.766  2.366  0.335
O  -0.316  0.251  0.986
H  1.490  1.929  2.316
H  0.079  1.426  3.256
H  0.312  3.155  2.599
C  -4.182  1.017  -3.901
C  -3.497  0.617  -2.679
O  -3.701  -0.501  -2.037
O  -2.483  1.317  -2.284
H  -3.527  0.842  -4.733
H  -4.544  2.026  -3.956
H  -5.086  0.379  -3.956
C  -1.061  -0.605  -4.672
C  -1.111  -1.495  -3.423
C  -0.349  -2.804  -3.340
O  -0.284  -0.640  -2.436
H  -1.786  -0.813  -5.469
H  -0.084  -0.697  -5.092
H  -1.231  0.414  -4.192
H  -2.132  -1.562  -3.099
H  0.641  -2.599  -2.983
H  -0.340  -3.250  -4.291
H  -0.882  -3.450  -2.684
C  5.774  -0.371  2.086
S  5.359  -0.510  3.852
O  3.892  -0.294  4.062
C  5.336  -2.387  3.932
H  6.841  -0.688  1.932
H  5.633  0.647  1.811
H  5.133  -1.064  1.529
H  5.849  -2.990  3.168
H  4.254  -2.555  3.948
H  5.718  -2.580  4.968
C  1.466  1.999  -1.958
S  2.298  3.100  -0.803
O  3.037  2.190  0.142
C  3.569  3.966  -1.896
H  2.085  1.527  -2.736
H  0.658  2.467  -2.446
H  1.139  1.160  -1.330
H  3.957  4.844  -1.355
H  2.998  4.396  -2.757
H  4.290  3.236  -2.221
C  -6.603  -2.694  -3.236
S  -6.215  -2.305  -1.517
O  -7.245  -2.877  -0.636
C  -4.715  -3.355  -1.369
H  -5.641  -2.480  -3.781
H  -7.469  -2.156  -3.598
H  -6.939  -3.711  -3.227
H  -4.655  -3.715  -0.337
H  -3.832  -2.828  -1.668
H  -4.852  -4.289  -1.950
C  4.347  3.117  4.668
S  3.283  4.571  4.773
O  4.169  5.744  5.214
C  3.071  4.809  3.042
H  4.611  2.867  5.757
H  5.210  3.585  4.288
H  3.830  2.275  4.198
H  1.983  4.627  2.813
H  3.679  4.099  2.513
H  3.326  5.826  2.775
C  3.778  -1.561  -1.971
S  3.691  -2.175  -0.262
O  2.795  -3.371  -0.335
C  2.663  -0.840  0.365
H  2.790  -1.352  -2.316
H  4.336  -2.178  -2.687
H  4.210  -0.569  -1.993
H  1.624  -1.065  0.034
H  3.034  0.155  0.020
H  2.736  -0.934  1.457
C  -1.509  -2.670  2.607
S  -1.845  -3.635  1.107
O  -2.103  -2.620  -0.030
C  -0.114  -3.955  0.726
H  -0.750  -3.178  3.201
H  -2.456  -2.571  3.120
H  -1.089  -1.689  2.292
H  0.381  -2.978  0.508
H  -0.172  -4.500  -0.218
H  0.293  -4.608  1.543
C  -3.942  2.837  0.535
S  -4.526  1.224  0.521
O  -3.294  0.316  0.655
C  -5.258  1.128  2.244
H  -4.736  3.478  0.983
H  -3.730  3.126  -0.506
H  -3.090  2.832  1.194
H  -4.517  1.592  2.876
H  -5.413  0.059  2.401
H  -6.175  1.689  2.237